The following is a quantum chemistry calculation of a molecular structure, C4H8O3Rb, from the OMol25 dataset.

Output
Highest occupied orbital energy (spin up / spin down): -0.62295 / -0.61007 Ha
Spin multiplicity: 2
Electronic energy: -11057.0139 eV
Charge: +2

The geometry in XYZ format:
```
16
Properties=species:S:1:pos:R:3:mulliken_spin:R:1
H -4.387 0.729 -2.817 0.000
C -3.598 0.989 -0.840 0.000
H -3.167 -0.014 -0.795 0.000
H -3.483 1.663 0.011 0.000
C -4.286 1.397 -1.960 0.000
H -4.701 2.405 -2.013 0.000
H -4.900 0.806 -0.961 0.000
O 2.971 1.304 1.781 0.793
C 3.291 0.640 0.723 -0.059
O 4.188 -0.190 0.869 0.266
Rb 6.862 -1.366 3.222 0.000
O 2.545 0.812 -0.306 -0.004
C 2.684 -0.090 -1.428 0.003
H 3.680 0.029 -1.867 -0.001
H 2.521 -1.121 -1.095 0.000
H 1.909 0.214 -2.134 0.002
```

The following is a quantum chemistry calculation of C6H12N2 in the gas phase, from the OMol25 dataset.

Output
Highest occupied orbital energy: -0.28883 Ha
Electronic energy: -9391.3402 eV
Charge: 0
SMILES string: CN1C[C@H]2[C@H](C1)N2C

The geometry in XYZ format:
```
20
Properties=species:S:1:pos:R:3:nbo_charge:R:1
C -2.473 -0.215 0.367 -0.430
N -1.409 -0.055 -0.593 -0.441
C -0.714 1.334 -0.289 -0.263
C 0.641 0.850 0.117 -0.035
C 0.864 -0.246 -1.123 -0.101
C -0.324 -1.017 -0.462 -0.256
N 1.860 0.482 -0.506 -0.381
C 2.732 -0.273 0.426 -0.407
H -3.017 -1.128 0.297 0.205
H -3.374 0.463 0.273 0.207
H -2.058 -0.158 1.392 0.158
H -0.658 1.922 -1.224 0.212
H -1.265 1.965 0.449 0.212
H 0.635 0.463 1.155 0.162
H 0.495 0.114 -2.086 0.192
H -0.627 -1.945 -0.944 0.203
H -0.137 -1.259 0.662 0.163
H 3.744 0.130 0.433 0.206
H 2.810 -1.331 0.232 0.210
H 2.274 -0.096 1.423 0.182
```

The following is a quantum chemistry calculation of 2 unconnected molecules or ions with the total composition C15H29BrN3O4, from the OMol25 dataset.

Output
Highest occupied orbital energy: -0.43477 Ha
Electronic energy: -98710.3566 eV
Charge: +1

The geometry in XYZ format:
```
52
Properties=species:S:1:pos:R:3:nbo_charge:R:1
C -4.544 0.445 -1.625 -0.746
C -4.034 -1.003 -2.199 0.765
O -3.924 -1.115 -3.547 -0.571
O -3.733 -2.208 -1.412 -0.512
C -3.236 -1.892 -0.064 -0.087
C -1.642 -1.395 -0.044 -0.443
C -1.129 -1.305 1.515 -0.437
C 0.339 -1.976 1.799 -0.412
C 1.577 -0.910 1.936 -0.459
C 2.707 -1.327 0.822 0.211
N 2.834 -0.382 -0.353 -0.567
C 3.895 -1.049 -1.200 0.436
C 4.188 -0.232 -2.591 -0.488
C 2.843 -0.443 -3.554 -0.220
N 1.813 0.655 -3.399 -0.848
N 4.452 -2.334 -0.627 -0.065
O 5.383 -3.116 -1.203 -0.448
C 3.738 -2.597 0.711 -0.017
Br 3.944 -4.083 2.034 0.220
H -3.601 1.027 -1.187 0.241
H -5.359 0.352 -0.784 0.246
H -4.978 1.063 -2.546 0.277
H -3.232 -2.925 0.536 0.203
H -3.929 -1.175 0.562 0.204
H -0.958 -2.027 -0.753 0.223
H -1.673 -0.281 -0.460 0.206
H -1.919 -1.929 2.157 0.225
H -1.139 -0.182 1.881 0.240
H 0.575 -2.677 0.863 0.215
H 0.378 -2.691 2.739 0.237
H 1.991 -0.761 3.020 0.268
H 1.145 0.148 1.593 0.224
H 2.278 0.493 -0.470 0.473
H 5.146 -0.650 -3.128 0.264
H 4.322 0.911 -2.327 0.262
H 2.354 -1.459 -3.177 0.193
H 3.198 -0.604 -4.677 0.240
H 1.913 1.186 -2.506 0.342
H 1.794 1.308 -4.218 0.395
H 4.963 -3.373 -2.097 0.501
C -2.510 4.280 2.314 -0.631
C -1.855 2.919 2.486 0.090
C -0.365 3.052 2.757 -0.627
O -2.054 2.146 1.306 -0.731
H -2.079 4.818 1.462 0.199
H -3.580 4.169 2.108 0.226
H -2.389 4.894 3.212 0.220
H -2.333 2.383 3.313 0.184
H 0.143 3.546 1.921 0.194
H 0.096 2.064 2.867 0.198
H -0.179 3.629 3.668 0.226
H -1.633 2.615 0.566 0.459
```